A molecular structure, C4H9N5 in a non-equilibrium geometry, computed with ωB97M-V/def2-TZVPD.

Calculated values
* highest occupied orbital energy: -7.2 eV
* M: 127.15 g mol⁻¹
* relative energy (zero: lowest compared OMol25 entry of this formula, charge and spin): 131.5 kcal/mol
* LUMO energy: 0.4 eV
* multiplicity: 1
* gap between HOMO and LUMO: 7.6256 eV

Each line ends with the Löwdin charge.
Cartesian coordinates (Å):
N1 -2.3002 -0.7969 0.7971  0.080
N2 -0.6393 0.8495 -0.6244  -0.289
N3 2.1153 0.1897 -0.7693  0.122
N4 -0.7082 2.1681 -0.1056  0.040
N5 -1.1592 0.8698 -1.9377  0.047
C1 -1.2055 -0.4182 0.5305  -0.407
C2 0.6697 -1.9298 1.5722  -0.037
C3 0.2609 -0.8605 0.6215  -0.216
C4 0.9610 -0.0960 -0.1751  -0.126
H1 -1.6807 2.3641 0.1396  0.078
H2 1.0240 -1.4817 2.5051  0.088
H3 -2.1779 0.8908 -1.8650  0.078
H4 -0.2037 2.1705 0.7783  0.076
H5 -0.9406 -0.0312 -2.3573  0.079
H6 2.0496 0.2880 -1.7792  0.113
H7 1.4705 -2.5516 1.1683  0.083
H8 -0.2210 -2.5178 1.8153  0.082
H9 2.6853 0.8933 -0.3143  0.110



C4H9N5 in the gas phase in a non-equilibrium geometry, computed with ωB97M-V/def2-TZVPD.

Calculated values
* highest occupied orbital energy: -9.9 eV
* M: 127.15 g mol⁻¹
* relative energy (zero: lowest compared OMol25 entry of this formula, charge and spin): 87.7 kcal/mol
* LUMO energy: 0.4 eV
* multiplicity: 1
* gap between HOMO and LUMO: 10.3507 eV

Each line ends with the Löwdin charge.
Cartesian coordinates (Å):
N1 2.3571 -1.2656 0.2691  0.091
N2 2.5526 0.6818 -0.4106  -0.025
N3 -2.5130 -0.7462 -0.5485  -0.010
N4 3.7522 0.4436 -0.0897  -0.028
N5 3.7119 -0.7786 0.3825  -0.001
C1 1.7012 -0.2999 -0.1835  -0.436
C2 -2.1350 0.3170 0.5191  -0.249
C3 0.2053 -0.2755 -0.5269  -0.113
C4 -0.6372 0.2024 0.7062  -0.244
H1 -2.2934 1.3179 0.0833  0.101
H2 -0.1148 0.3895 -1.1633  0.041
H3 2.2903 1.7222 -0.8448  0.246
H4 0.0309 -1.4100 -0.6855  0.151
H5 -0.2584 1.1993 1.0492  0.109
H6 -0.2047 -0.4305 1.5830  0.136
H7 -2.5677 0.1519 1.5597  0.129
H8 -3.5798 -0.8427 -0.3123  0.113
H9 -2.2975 -0.3765 -1.3871  -0.010



2 unconnected molecules or ions with the total composition C4H9N6 in a non-equilibrium geometry, computed with ωB97M-V/def2-TZVPD.

Calculated values
* highest occupied orbital energy (spin up / spin down): -12.7 / -12.7 eV
* M: 141.16 g mol⁻¹
* relative energy (zero: lowest compared OMol25 entry of this formula, charge and spin): 52.9 kcal/mol
* LUMO energy (spin up / spin down): -4.3 / -4.3 eV
* total charge: +1
* multiplicity: 1
* gap between HOMO and LUMO (spin up / spin down): 8.4000 / 8.4005 eV

Each line ends with the Löwdin charge.
Cartesian coordinates (Å):
N1 0.8653 -1.3115 -2.0826  0.076
N2 1.0167 -0.7605 2.2842  0.204
N3 -1.1142 -0.3929 -0.4370  -0.020
N4 -1.9985 0.3309 -0.9849  0.105
N5 1.5353 -0.1638 0.1449  0.167
N6 -0.5821 -0.2115 0.7531  0.073
C1 -1.6249 2.1559 0.4925  0.087
C2 -2.3348 1.5014 -0.4083  -0.202
C3 0.6447 -0.4871 1.0283  -0.548
C4 1.6933 -1.6505 -2.7904  0.073
H1 2.2231 -2.2791 -3.4427  0.084
H2 0.3651 -0.8013 3.0943  0.159
H3 -1.9451 3.0088 1.1117  0.085
H4 1.4657 -0.0116 -0.9112  0.109
H5 -0.6978 -1.1795 -0.9684  0.125
H6 -3.3554 1.6968 -0.6795  0.111
H7 2.4670 -0.5042 0.4360  0.138
H8 -0.5851 1.8604 0.8559  0.084
H9 1.9617 -0.8007 2.5040  0.090



2 unconnected molecules or ions with the total composition C4H9N6 in a non-equilibrium geometry, computed with ωB97M-V/def2-TZVPD.

Calculated values
* highest occupied orbital energy (spin up / spin down): -12.4 / -11.1 eV
* M: 141.16 g mol⁻¹
* relative energy (zero: lowest compared OMol25 entry of this formula, charge and spin): 94.6 kcal/mol
* LUMO energy (spin up / spin down): -4.9 / -6.1 eV
* total charge: +1
* multiplicity: 1
* gap between HOMO and LUMO (spin up / spin down): 7.5279 / 4.9699 eV

Each line ends with the Löwdin charge.
Cartesian coordinates (Å):
N1 -2.9894 -0.5380 0.2715  0.111
N2 -2.0090 -1.1930 -1.7826  0.201
N3 2.0042 -1.0471 1.4351  0.167
N4 1.9723 0.1938 -0.5792  -0.045
N5 3.3219 0.7065 -0.5935  0.071
N6 -1.7568 1.3382 0.6758  -0.011
C1 -1.1522 0.8142 -0.4250  -0.003
C2 -2.1436 -0.3372 -0.7885  -0.356
C3 1.4479 -0.4330 0.4487  -0.111
C4 -2.7904 0.4836 1.0866  -0.095
H1 2.9623 -1.1203 1.6616  0.116
H2 -1.3909 -0.8833 -2.5278  0.129
H3 3.2743 1.4807 -1.2302  0.084
H4 -3.1510 0.4101 2.0228  0.096
H5 3.5527 1.0461 0.3448  0.094
H6 1.4844 -1.6352 1.9583  0.071
H7 1.4467 0.4575 -1.3725  0.096
H8 -1.4396 2.3048 1.1015  0.206
H9 -2.6439 -2.0486 -1.7073  0.180



2 unconnected molecules or ions with the total composition C4H9NO in a non-equilibrium geometry, computed with ωB97M-V/def2-TZVPD.

Calculated values
* <S²>: 0.753
* highest occupied orbital energy (spin up / spin down): 0.9 / -3.5 eV
* M: 87.12 g mol⁻¹
* relative energy (zero: lowest compared OMol25 entry of this formula, charge and spin): 35.7 kcal/mol
* LUMO energy (spin up / spin down): 4.1 / 4.0 eV
* total charge: -1
* multiplicity: 2
* gap between HOMO and LUMO (spin up / spin down): 3.1163 / 7.4453 eV

Each line ends with the Löwdin charge.
Cartesian coordinates (Å):
O1 1.8367 1.4016 -0.0405  -0.188
N1 -0.8328 1.3891 0.6161  0.069
C1 2.1677 0.3289 -0.4549  -0.606
C2 1.2751 -0.8942 -0.3720  -0.200
C3 -1.8035 -0.9090 0.1533  -0.073
C4 -1.7051 0.3866 0.5011  -0.365
H1 -2.8119 -1.3690 0.2801  0.029
H2 -2.5581 0.8293 0.9693  0.074
H3 -1.2829 2.2933 0.6645  0.077
H4 1.8898 -1.8147 -0.4954  0.050
H5 0.0958 1.4957 0.2376  0.020
H6 0.7828 -0.8377 -1.4352  0.080
H7 0.7508 -0.9361 0.5303  0.020
H8 -1.0115 -1.4483 -0.3430  -0.014
H9 3.2072 0.0845 -0.8114  0.028



C4H9NO in the gas phase in a non-equilibrium geometry, computed with ωB97M-V/def2-TZVPD.

Calculated values
* highest occupied orbital energy: -9.6 eV
* M: 87.12 g mol⁻¹
* relative energy (zero: lowest compared OMol25 entry of this formula, charge and spin): 47.1 kcal/mol
* LUMO energy: 0.7 eV
* multiplicity: 1
* gap between HOMO and LUMO: 10.3007 eV

Each line ends with the Löwdin charge.
Cartesian coordinates (Å):
O1 2.8546 -0.7176 0.6286  0.042
N1 -0.0607 -0.9754 1.3506  0.110
C1 0.4846 -0.3961 0.1519  -0.412
C2 -0.2418 0.8036 -0.3845  -0.231
C3 1.9207 -0.0931 0.1157  -0.209
C4 -1.7073 0.3985 -0.7779  -0.095
H1 -2.2623 0.2350 0.1562  0.066
H2 -2.2285 1.2346 -1.3015  0.067
H3 0.0736 -1.8877 1.3549  0.021
H4 0.3311 -0.6874 2.1833  0.061
H5 0.2682 -1.2220 -0.5432  0.160
H6 2.1603 0.8482 -0.4187  0.121
H7 0.2928 1.2659 -1.2567  0.117
H8 -0.1221 1.6050 0.2957  0.097
H9 -1.7632 -0.4116 -1.5544  0.085



2 unconnected molecules or ions with the total composition C4H9NO in a non-equilibrium geometry, computed with ωB97M-V/def2-TZVPD.

Calculated values
* highest occupied orbital energy: -8.6 eV
* M: 87.12 g mol⁻¹
* relative energy (zero: lowest compared OMol25 entry of this formula, charge and spin): 87.8 kcal/mol
* LUMO energy: 0.3 eV
* multiplicity: 1
* gap between HOMO and LUMO: 8.8866 eV

Each line ends with the Löwdin charge.
Cartesian coordinates (Å):
O1 0.1728 -0.6896 -2.7122  -0.090
N1 -0.3174 -1.0113 0.1300  0.012
C1 -0.8509 1.4021 -0.2390  -0.049
C2 -0.5570 -1.6975 1.1915  0.005
C3 0.1137 0.3063 0.1736  -0.439
C4 1.2256 0.6754 1.0142  0.072
H1 1.7724 1.5149 0.8607  0.001
H2 -0.9881 2.0678 0.6275  0.081
H3 -1.0977 -2.6305 1.2673  0.067
H4 -0.4159 1.9242 -1.1073  0.085
H5 -1.7911 0.8613 -0.4644  0.089
H6 1.4781 0.0458 1.9167  0.064
H7 0.4280 -0.4668 -1.7665  0.006
H8 1.0470 -0.8446 -3.0816  0.028
H9 -0.2192 -1.4576 2.1895  0.066



C4H9NO in the gas phase, computed with ωB97M-V/def2-TZVPD.

Calculated values
* highest occupied orbital energy: -8.4 eV
* M: 87.12 g mol⁻¹
* relative energy (zero: lowest compared OMol25 entry of this formula, charge and spin): 109.2 kcal/mol
* LUMO energy: -0.4 eV
* multiplicity: 1
* gap between HOMO and LUMO: 8.0259 eV

Each line ends with the Löwdin charge.
Cartesian coordinates (Å):
O1 1.0457 -0.7061 -1.5969  -0.009
N1 -0.5624 -0.0581 -0.0084  -0.186
C1 1.8161 0.2310 0.5042  -0.026
C2 -1.1146 1.1277 -0.2908  0.043
C3 0.7752 0.0141 -0.6249  -0.663
C4 -1.2767 -1.2635 0.3488  -0.025
H1 -0.6478 -1.9103 0.9657  0.093
H2 -1.8746 1.5147 0.3991  0.092
H3 -2.1846 -0.9942 0.8985  0.092
H4 -1.1625 1.5153 -1.3044  0.084
H5 2.7342 0.5835 0.0288  0.081
H6 0.5385 1.3101 -0.7460  0.171
H7 -1.5624 -1.8059 -0.5594  0.098
H8 2.0262 -0.7270 0.9927  0.078
H9 1.4826 0.9630 1.2447  0.077



2 unconnected molecules or ions with the total composition C4H9NO, computed with ωB97M-V/def2-TZVPD.

Calculated values
* highest occupied orbital energy: -8.0 eV
* M: 87.12 g mol⁻¹
* relative energy (zero: lowest compared OMol25 entry of this formula, charge and spin): 77.5 kcal/mol
* LUMO energy: 0.8 eV
* multiplicity: 1
* gap between HOMO and LUMO: 8.8201 eV

Each line ends with the Löwdin charge.
Cartesian coordinates (Å):
O1 -0.6136 -0.2955 1.8023  0.004
N1 -2.4031 0.2512 0.6485  0.119
C1 -1.0751 0.1640 0.7016  -0.279
C2 0.8162 0.4449 -0.3837  -0.307
C3 0.5326 -0.3811 -1.6131  -0.118
C4 1.6890 0.0186 0.6027  -0.137
H1 -2.8445 0.6029 -0.1841  0.094
H2 -2.9989 -0.0270 1.4225  0.107
H3 0.4512 -0.2796 1.5920  0.066
H4 2.2308 0.7495 1.2006  0.060
H5 2.1334 -0.9736 0.5244  0.066
H6 -0.4383 -0.1428 -2.0576  0.065
H7 0.6610 1.5151 -0.5092  0.103
H8 0.5516 -1.4503 -1.3785  0.080
H9 1.3078 -0.1964 -2.3683  0.077



C4H9NO in the gas phase, computed with ωB97M-V/def2-TZVPD.

Calculated values
* highest occupied orbital energy: -9.2 eV
* M: 87.12 g mol⁻¹
* relative energy (zero: lowest compared OMol25 entry of this formula, charge and spin): 14.7 kcal/mol
* LUMO energy: 0.9 eV
* multiplicity: 1
* gap between HOMO and LUMO: 10.0855 eV

Each line ends with the Löwdin charge.
Cartesian coordinates (Å):
O1 1.0162 1.4600 1.2211  0.028
N1 0.3201 -0.3803 0.0877  -0.166
C1 -0.6700 -1.1015 -0.6894  -0.067
C2 0.1234 0.8618 0.6375  -0.507
C3 1.6899 -0.8437 -0.0442  -0.052
C4 -1.2220 1.5405 0.4593  0.002
H1 1.7825 -1.8854 0.2815  0.088
H2 -1.4706 2.0420 1.3961  0.086
H3 -1.0729 2.3166 -0.2986  0.093
H4 2.0189 -0.7743 -1.0906  0.094
H5 2.3234 -0.2078 0.5725  0.082
H6 -0.3856 -2.1587 -0.7170  0.087
H7 -0.7336 -0.7411 -1.7268  0.096
H8 -1.6603 -1.0454 -0.2313  0.079
H9 -2.0592 0.9173 0.1422  0.058



2 unconnected molecules or ions with the total composition C4H9NO in a non-equilibrium geometry, computed with ωB97M-V/def2-TZVPD.

Calculated values
* highest occupied orbital energy: -8.3 eV
* M: 87.12 g mol⁻¹
* relative energy (zero: lowest compared OMol25 entry of this formula, charge and spin): 146.4 kcal/mol
* LUMO energy: 0.7 eV
* multiplicity: 1
* gap between HOMO and LUMO: 8.9355 eV

Each line ends with the Löwdin charge.
Cartesian coordinates (Å):
O1 1.9105 0.9935 0.7878  -0.344
N1 2.2129 0.2152 -0.3154  -0.096
C1 -0.3585 -1.0282 0.2266  -0.192
C2 -0.8749 0.2476 0.6579  -0.278
C3 0.0327 -2.1717 -0.0302  0.126
C4 -1.9860 0.8566 -0.2661  -0.098
H1 1.1720 -0.1865 -0.4814  0.111
H2 -2.6912 0.2499 -0.8659  0.071
H3 2.6116 0.6582 -1.1876  0.151
H4 -1.4371 1.2112 -1.1887  0.077
H5 0.2744 -3.1876 -0.0836  0.016
H6 2.8718 -0.5846 -0.0900  0.154
H7 -1.2782 0.0304 1.6720  0.129
H8 -0.0815 1.0153 0.7869  0.091
H9 -2.3785 1.6806 0.3778  0.082



A molecular structure, C4H9NO in a non-equilibrium geometry, computed with ωB97M-V/def2-TZVPD.

Calculated values
* highest occupied orbital energy: -8.8 eV
* M: 87.12 g mol⁻¹
* relative energy (zero: lowest compared OMol25 entry of this formula, charge and spin): 73.9 kcal/mol
* LUMO energy: 1.0 eV
* multiplicity: 1
* gap between HOMO and LUMO: 9.7974 eV

Each line ends with the Löwdin charge.
Cartesian coordinates (Å):
O1 -0.4570 1.3211 -1.2228  0.021
N1 -2.3737 -0.2876 -0.1012  0.142
C1 -0.2364 0.5310 -0.1525  -0.548
C2 -1.3256 -0.0647 0.5681  -0.210
C3 0.5403 -1.0609 -0.8482  -0.001
C4 0.9665 1.1067 0.6824  -0.047
H1 -0.1697 -1.1404 -1.7340  0.063
H2 -3.0670 -0.7443 0.3472  0.006
H3 1.6775 -0.8728 -1.0662  0.082
H4 1.7195 0.4300 1.2036  0.090
H5 -1.2702 1.0964 -1.6179  0.069
H6 1.4173 1.9641 0.1302  0.086
H7 0.4467 1.5030 1.6324  0.084
H8 -1.2310 -0.2763 1.5922  0.115
H9 0.3800 -1.8826 -0.0989  0.047



The highest relative energy (zero: lowest compared OMol25 entry of this formula, charge and spin) belongs to which entry?
number 11